No. 1
92
Properties=species:S:1:pos:R:3:forces:R:3:lowdin_charge:R:1 method="wB97M-V/def2-TZVPD" energy_ha=-2635.7906 lumo_ev=0.056 homo_energy_ev=-9.2 spin_multiplicity=1 gap_ev=9.3 max_force_ha_per_bohr=0.071
C -0.578 -2.327 1.164 -0.84 -0.40 -0.22 -0.089
C -1.744 -1.662 0.416 1.68 0.81 0.49 -0.189
C -1.738 -0.160 0.729 -0.64 -0.46 -1.21 -0.164
O -0.366 0.283 0.778 -0.34 0.17 0.04 -0.127
C -0.176 1.642 0.666 1.41 0.08 1.41 -0.730
S 1.614 1.970 1.107 0.34 0.50 -0.17 0.930
C -1.014 2.535 1.565 0.30 0.23 0.01 -0.153
C -0.643 2.603 3.042 -0.09 0.32 0.10 -0.132
C -0.511 1.288 3.728 1.64 0.54 0.60 -0.522
N 0.718 0.917 4.344 0.78 0.13 -0.01 0.129
O -1.415 0.534 3.818 -2.72 -1.73 -0.39 0.102
O -0.359 2.156 -0.654 -0.35 -0.45 -0.06 -0.006
C -0.120 1.261 -1.660 1.98 -0.17 1.15 -0.517
C 1.170 0.514 -1.791 -0.07 -0.30 0.28 0.030
O -0.968 1.106 -2.453 -2.70 0.03 -2.45 0.143
H -0.548 -1.932 2.170 0.25 -0.12 0.42 0.066
H 0.359 -2.157 0.663 0.36 0.35 -0.03 0.052
H -0.712 -3.402 1.169 -0.14 -0.26 0.21 0.072
H -1.512 -1.757 -0.634 -0.44 -0.29 -0.45 0.095
H -2.690 -2.113 0.668 -0.33 -0.05 -0.09 0.109
H -2.313 0.096 1.609 0.32 0.04 0.47 0.113
H -2.196 0.331 -0.129 -0.27 0.30 0.04 0.122
H 2.132 0.779 1.447 -0.51 -0.15 -0.19 -0.121
H -2.073 2.355 1.468 -0.28 -0.37 -0.28 0.117
H -0.862 3.532 1.180 0.03 0.38 -0.02 0.104
H 0.208 3.236 3.209 0.51 0.03 -0.04 0.092
H -1.472 3.105 3.526 -0.25 0.09 0.16 0.113
H 0.751 -0.096 4.347 -0.32 -0.12 0.02 0.078
H 0.692 1.159 5.334 0.39 0.59 -0.12 0.065
H 1.992 1.130 -2.132 0.16 0.31 0.25 0.101
H 1.011 -0.262 -2.523 -0.16 -0.12 -0.36 0.090
H 1.401 0.009 -0.869 0.41 0.09 0.35 0.060
O -1.307 4.622 -2.767 -0.02 -0.08 0.18 -0.040
H -0.476 4.744 -3.240 -0.07 0.07 0.02 0.065
H -1.239 3.730 -2.400 0.20 0.03 0.04 0.009
O 2.072 2.069 6.960 0.09 -0.07 0.16 -0.054
H 2.482 1.316 7.401 -0.04 0.05 -0.03 0.042
H 2.506 2.837 7.348 -0.08 -0.02 -0.08 0.041
O 2.588 -1.771 2.170 0.01 -0.08 0.12 -0.051
H 2.383 -1.170 2.896 0.07 0.07 -0.09 0.023
H 2.384 -2.645 2.526 0.03 0.03 -0.09 0.052
O -2.536 1.474 6.946 0.02 0.14 -0.20 -0.058
H -3.165 2.009 6.447 0.01 -0.05 0.12 0.036
H -1.975 1.102 6.257 -0.04 -0.14 0.00 0.006
O -2.106 -0.149 -5.273 -0.02 -0.01 0.03 -0.048
H -2.682 0.595 -5.487 0.05 -0.06 -0.03 0.044
H -1.732 0.076 -4.414 0.07 0.08 0.09 0.010
O 3.716 -2.982 -0.750 -0.17 -0.06 0.05 -0.071
H 3.508 -2.382 -0.020 0.06 0.04 0.08 0.006
H 3.512 -3.856 -0.399 0.10 0.04 -0.02 0.032
O -2.636 -4.236 -1.250 -0.05 -0.10 -0.07 -0.056
H -3.005 -3.790 -2.020 0.05 -0.04 0.05 0.039
H -2.201 -5.016 -1.616 0.05 0.12 -0.03 0.032
O -2.912 4.405 0.408 -0.20 -0.01 -0.22 -0.051
H -3.550 4.941 -0.081 0.12 0.17 0.11 0.033
H -2.355 4.020 -0.278 -0.02 0.05 0.07 0.013
O -0.508 -2.813 -5.712 0.02 0.01 0.09 -0.058
H -1.085 -2.069 -5.931 -0.04 0.05 0.04 0.012
H -0.142 -2.577 -4.852 -0.08 -0.01 -0.05 0.021
O 4.918 -0.474 -0.556 0.11 0.12 -0.17 -0.063
H 4.785 -1.108 -1.271 0.00 -0.08 0.13 0.019
H 5.824 -0.165 -0.668 -0.10 0.03 0.05 0.038
O 0.128 -4.849 -3.467 0.49 0.15 0.00 -0.070
H 1.012 -4.525 -3.681 -0.10 0.13 0.09 0.039
H -0.353 -4.811 -4.305 -0.13 -0.27 0.05 0.002
O 2.705 5.178 -0.686 -0.05 0.00 0.07 -0.070
H 2.494 5.781 0.037 -0.05 -0.04 -0.06 0.032
H 2.503 4.305 -0.329 0.02 -0.03 0.02 -0.023
O 1.711 -7.325 -4.884 -0.03 -0.04 0.11 -0.066
H 1.490 -6.667 -4.214 -0.26 -0.02 -0.12 0.002
H 1.495 -8.173 -4.468 0.11 0.05 -0.07 -0.001
O -1.268 5.102 4.999 0.07 0.33 0.02 -0.044
H -1.830 5.837 4.725 -0.09 -0.12 0.04 0.048
H -0.975 5.347 5.885 -0.02 -0.11 -0.03 0.052
O -3.024 7.269 -0.780 -0.11 -0.06 -0.20 -0.057
H -3.664 7.798 -1.270 0.06 -0.01 0.07 0.042
H -2.464 6.878 -1.463 0.05 -0.04 0.09 0.027
O -1.773 -6.406 -4.830 -0.18 0.02 -0.26 -0.051
H -2.130 -6.011 -5.634 -0.01 -0.04 0.06 0.049
H -1.340 -7.214 -5.132 0.11 0.10 0.07 0.044
O 0.058 6.267 2.280 -0.09 0.07 0.10 -0.055
H -0.013 6.141 3.234 0.03 -0.16 -0.06 0.006
H -0.832 6.517 2.003 0.07 -0.07 -0.13 0.035
O -3.518 2.884 -3.648 0.03 0.03 0.18 -0.060
H -3.037 2.133 -3.281 0.01 -0.07 0.08 0.003
H -3.082 3.650 -3.245 -0.09 -0.07 -0.39 0.000
O 1.664 -9.375 -2.834 0.11 0.01 0.21 -0.053
H 2.080 -10.151 -2.442 -0.08 -0.01 -0.12 0.050
H 2.130 -8.630 -2.437 -0.04 -0.05 -0.01 0.047
O 5.242 -4.731 1.458 0.06 -0.10 -0.11 -0.061
H 5.803 -4.125 0.960 -0.14 0.04 0.02 0.038
H 5.640 -5.598 1.318 -0.03 0.06 0.05 0.036


No. 2
29
Properties=species:S:1:pos:R:3:forces:R:3:nbo_charge:R:1 method="wB97M-V/def2-TZVPD" energy_ha=-1288.7982 lumo_ev="-8.613 / -8.606" charge=+1 homo_energy_ev="-12.7 / -12.7" spin_multiplicity=1 gap_ev="4.1 / 4.1" max_force_ha_per_bohr=0.058
Ru 0.075 0.013 0.000 -0.80 -0.91 -0.01 1.312
N 2.504 2.489 0.000 -1.44 -0.74 0.00 -0.375
C 2.875 1.190 0.000 -0.51 -0.65 0.00 0.431
N 4.111 0.703 0.000 0.74 1.62 0.00 -0.236
N 3.981 -0.577 0.000 2.60 -0.34 0.00 0.020
N 2.767 -0.954 0.000 -2.73 -0.57 -0.01 -0.035
N 1.996 0.124 0.000 1.46 0.87 0.00 -0.340
C 1.195 2.849 0.000 0.64 0.15 0.00 0.458
N 0.703 4.083 0.000 1.71 0.79 0.00 -0.266
N -0.579 3.941 0.000 -0.11 2.40 0.00 0.047
N -0.941 2.728 0.000 -0.84 -2.86 0.00 -0.061
N 0.148 1.962 0.000 0.01 -0.05 0.01 -0.337
H 3.217 3.212 0.000 0.13 0.14 0.00 0.486
O -1.903 0.010 0.000 -0.15 0.14 0.01 -0.565
C -2.703 -0.935 0.000 -0.83 -0.95 0.00 0.454
C -2.361 -2.326 0.000 0.93 -0.04 0.00 -0.269
C -3.375 -3.293 0.000 -0.06 -0.32 0.00 -0.114
C -3.052 -4.633 0.000 0.39 0.84 0.00 0.080
C -1.721 -5.069 0.000 -0.19 0.19 0.00 -0.123
C -0.701 -4.150 0.000 0.17 0.70 0.00 -0.248
C -0.976 -2.751 0.000 -2.17 -1.41 0.00 0.415
O -0.027 -1.897 0.000 1.05 1.20 0.00 -0.556
N -4.141 -5.616 0.000 0.38 0.42 0.00 0.519
O -3.816 -6.772 0.000 -0.02 -0.68 0.00 -0.337
O -5.259 -5.169 0.000 -0.67 -0.04 0.00 -0.350
H -3.776 -0.690 0.000 0.23 0.09 0.00 0.195
H -4.419 -3.006 0.000 0.01 0.02 0.00 0.268
H -1.527 -6.133 0.000 0.06 0.02 0.00 0.274
H 0.335 -4.458 0.000 0.03 -0.03 0.00 0.256


No. 3
95
Properties=species:S:1:pos:R:3:forces:R:3:lowdin_charge:R:1 method="wB97M-V/def2-TZVPD" energy_ha=-2165.3914 relative_energy_kj_mol=222.7 lumo_ev=0.982 charge=-1 homo_energy_ev=-3.4 spin_multiplicity=1 gap_ev=4.4 max_force_ha_per_bohr=0.041
C 1.147 0.769 1.275 0.37 0.33 -0.18 -0.017
C 0.065 0.005 0.506 -1.50 0.24 0.79 -0.492
C -1.335 0.587 0.881 0.50 1.19 0.63 -0.142
C -1.521 2.023 0.384 0.17 -0.76 -0.58 -0.169
C -1.302 1.954 -1.133 0.05 0.37 0.07 -0.136
C 0.074 1.351 -1.600 -1.95 0.73 0.27 -0.465
N 0.200 0.042 -0.943 0.09 -0.86 -0.67 -0.207
O 1.338 -0.664 -1.398 0.22 0.53 0.39 -0.256
C 1.166 2.439 -1.376 -0.08 -0.81 0.27 -0.032
C -0.137 1.097 -3.104 0.14 0.24 -0.29 -0.032
C -0.045 -1.418 1.070 1.43 -0.72 -0.96 -0.030
H 1.031 1.851 1.198 -0.06 -0.07 -0.06 0.064
H 2.118 0.529 0.837 0.04 -0.17 0.10 0.086
H 1.169 0.547 2.345 0.02 -0.30 -0.12 0.053
H -1.394 0.550 1.974 -0.18 0.03 0.05 0.107
H -2.191 0.026 0.496 0.32 -0.44 -0.21 0.100
H -0.838 2.726 0.864 0.05 -0.05 0.01 0.097
H -2.535 2.368 0.603 -0.02 0.06 0.01 0.091
H -1.458 2.958 -1.543 0.25 -0.03 -0.28 0.104
H -2.090 1.344 -1.583 -0.07 -0.09 0.16 0.093
H 0.858 3.168 -0.621 -0.11 0.06 -0.06 0.063
H 1.349 2.934 -2.328 0.30 0.13 0.12 0.073
H 2.075 1.983 -0.984 0.17 0.07 -0.38 0.075
H 0.691 0.533 -3.525 -0.15 -0.07 -0.10 0.070
H -0.265 2.032 -3.661 0.41 0.18 0.19 0.082
H -1.071 0.585 -3.344 0.14 -0.44 0.44 0.064
H -0.179 -1.396 2.153 -0.50 0.08 -0.01 0.064
H 0.864 -2.008 0.917 0.26 0.28 -0.10 0.081
H -0.774 -2.013 0.517 -0.39 0.22 0.32 0.061
O -3.692 -0.188 -3.034 0.08 0.22 -0.23 -0.080
H -2.914 -0.766 -2.850 0.03 -0.25 0.10 0.003
H -4.369 -0.485 -2.423 0.01 -0.03 -0.01 0.022
O 3.190 1.103 -3.434 0.01 0.24 -0.33 -0.073
H 2.746 1.374 -4.251 0.00 0.14 0.29 -0.008
H 2.467 0.828 -2.849 0.19 -0.29 0.21 -0.013
O 3.332 1.905 4.806 -0.27 0.35 0.00 -0.046
H 3.474 2.670 4.236 0.03 -0.09 -0.02 0.062
H 2.525 2.104 5.293 0.00 -0.16 0.04 0.046
O 1.275 -4.069 -1.222 -0.04 0.10 0.53 -0.092
H 0.506 -4.249 -0.644 0.46 0.28 -0.88 -0.026
H 1.365 -3.101 -1.262 -0.14 -0.09 -0.12 0.003
O -1.601 -1.883 -2.285 -0.39 0.39 -0.03 -0.063
H -1.068 -1.179 -1.853 0.67 0.10 0.03 0.022
H -1.955 -2.368 -1.530 0.03 -0.09 -0.32 -0.007
O -4.613 -1.104 1.587 -0.20 -0.24 -0.15 -0.038
H -4.990 -0.743 0.775 0.09 0.05 0.04 0.075
H -5.291 -1.699 1.928 0.01 0.10 0.07 0.074
O -3.159 2.478 -4.546 0.01 -0.06 -0.21 -0.062
H -3.214 1.595 -4.146 -0.04 -0.06 0.23 0.013
H -3.709 2.419 -5.333 -0.17 0.02 0.15 0.040
O 0.229 0.463 4.938 0.08 0.08 0.08 -0.053
H -0.122 -0.409 4.729 0.03 0.03 -0.01 0.002
H 0.649 0.754 4.119 -0.04 -0.07 0.03 0.003
O 2.487 -2.191 4.667 -0.36 -0.11 0.57 -0.053
H 1.524 -2.319 4.770 0.60 0.26 -0.39 -0.005
H 2.745 -1.759 5.489 0.12 0.11 -0.11 0.059
O -3.114 -2.809 -0.148 -0.59 -0.06 0.37 -0.060
H -3.824 -3.423 0.073 -0.02 0.07 -0.10 0.077
H -3.111 -2.167 0.579 -0.01 0.01 -0.07 0.035
O 5.672 0.601 3.982 -0.14 -0.08 0.27 -0.077
H 4.827 0.920 4.337 0.27 -0.15 -0.07 -0.025
H 5.482 -0.307 3.711 0.01 0.12 -0.29 -0.002
O 3.431 -1.735 -3.254 0.08 -0.30 -0.07 -0.087
H 3.721 -1.048 -3.861 -0.02 0.19 0.21 -0.003
H 2.797 -1.275 -2.682 -0.19 -0.11 0.09 -0.021
O -1.456 2.573 -6.884 -0.02 0.21 0.06 -0.074
H -1.790 2.664 -5.973 0.14 -0.16 -0.11 -0.001
H -2.007 1.892 -7.279 0.09 -0.07 0.04 0.028
O -0.151 -2.847 4.591 -0.45 -0.19 0.31 -0.054
H -0.151 -3.605 5.189 -0.05 0.10 0.02 0.084
H -1.070 -2.757 4.309 0.08 0.08 -0.11 0.086
O -4.136 1.033 3.421 -0.11 0.00 -0.18 -0.091
H -4.261 0.304 2.795 0.11 0.21 0.17 -0.028
H -4.305 1.840 2.902 0.11 -0.24 0.29 -0.020
O -4.759 3.490 2.245 -0.17 0.33 -0.23 -0.043
H -4.807 3.726 1.312 0.07 -0.06 0.03 0.056
H -4.589 4.321 2.701 0.06 -0.09 0.05 0.060
O 4.468 -1.925 2.627 0.00 0.06 0.36 -0.061
H 3.921 -2.056 3.416 -0.18 -0.08 -0.23 0.008
H 3.844 -1.778 1.908 -0.09 0.00 0.00 0.060
O 0.253 -4.678 2.464 0.01 0.36 0.42 -0.045
H 0.366 -5.443 3.035 0.07 -0.10 -0.18 0.052
H 0.448 -3.913 3.038 -0.03 -0.33 -0.46 0.016
O -0.346 5.556 -2.197 -0.01 0.07 0.04 -0.062
H -0.228 4.688 -1.794 0.04 -0.01 -0.06 -0.010
H 0.278 5.565 -2.930 -0.01 -0.06 0.02 0.036
O -1.167 -4.736 -0.064 -0.45 0.13 0.68 -0.083
H -1.922 -4.110 -0.086 0.85 -0.33 -0.03 -0.006
H -0.711 -4.550 0.780 -0.31 -0.28 -0.18 0.001
O 1.869 1.770 -5.903 0.18 -0.04 -0.34 -0.047
H 2.374 1.114 -6.396 -0.08 -0.01 0.04 0.056
H 1.416 2.289 -6.577 -0.20 0.00 0.14 0.041
O 6.335 -1.864 0.585 -0.05 0.16 -0.10 -0.078
H 5.611 -1.604 -0.003 0.25 -0.12 0.12 0.036
H 5.968 -1.796 1.480 0.03 -0.10 -0.29 -0.013